Here is a molecular structure, C31H48CoO3P2 from the OMol25 dataset. Energies are from the ωB97M-V functional and the def2-TZVPD basis.

Computed properties:
Total charge ... +1
Kohn-Sham gap (spin up / spin down) ... 6.5 / 4.7 eV
2S+1 ... 5
HOMO (spin up / spin down) ... -0.3085 / -0.4095 Eh
Largest force on an atom ... 3.3 eV/Å
<S²> ... 6.0315

XYZ file:
```
85
Properties=species:S:1:pos:R:3:mulliken_charge:R:1
Co -0.33 0.34 0.27 -1.1972
C 1.29 1.33 1.07 0.5731
C 0.26 1.07 2.04 1.2403
C 1.04 -0.98 1.23 0.2504
C 1.77 0.07 0.58 0.6071
C 0.10 -0.36 2.14 0.4006
C 1.85 2.66 0.74 -1.2473
H 1.15 3.46 1.01 0.2959
H 2.09 2.75 -0.32 0.3509
H 2.78 2.84 1.30 0.2984
C 2.95 -0.14 -0.29 -1.4477
H 3.15 0.75 -0.89 0.3920
H 2.78 -0.97 -0.99 0.2540
H 3.85 -0.37 0.31 0.2559
C 1.36 -2.42 1.12 -1.0905
H 2.17 -2.70 1.82 0.2646
H 1.72 -2.67 0.11 0.1630
H 0.50 -3.05 1.35 0.3290
C -0.79 -1.06 3.10 -1.2087
H -0.27 -1.32 4.03 0.2862
H -1.18 -2.00 2.68 0.3325
H -1.64 -0.42 3.37 0.3212
C -0.50 2.09 2.82 -1.5778
H -0.11 2.22 3.84 0.2536
H -1.56 1.79 2.91 0.3768
H -0.47 3.06 2.32 0.3544
C -3.76 4.27 -3.91 -0.1876
C -3.58 5.17 -2.93 -0.5927
C -4.69 5.87 -2.19 -0.8064
C -5.92 5.00 -1.84 -1.0157
C -5.62 3.60 -1.40 -0.0971
C -5.53 2.52 -2.19 -0.4376
C -5.62 2.51 -3.69 -0.4896
C -5.09 3.77 -4.41 -0.9801
H -5.05 6.74 -2.77 0.3357
H -6.63 5.01 -2.68 0.3425
H -4.28 6.28 -1.25 0.3215
H -5.85 4.56 -4.40 0.3386
H -2.90 3.87 -4.46 0.4318
H -2.58 5.54 -2.70 0.7675
H -4.95 3.50 -5.47 0.4181
H -5.07 1.63 -4.07 0.2825
H -5.45 1.52 -1.74 0.4206
H -6.67 2.36 -4.00 0.3845
H -6.43 5.49 -1.00 0.4081
H -5.52 3.49 -0.31 0.3773
P -0.98 1.74 -1.28 1.1732
P -2.23 -0.67 -0.17 0.8364
C -2.52 1.24 -2.13 0.2011
C -2.83 -0.22 -1.87 -0.9696
H -2.39 1.44 -3.21 0.7663
H -3.34 1.89 -1.77 -0.7477
H -3.91 -0.44 -1.93 0.7039
H -2.28 -0.88 -2.57 0.2266
C -2.24 -2.47 -0.10 -0.9716
H -2.11 -2.81 0.93 0.3640
H -1.42 -2.85 -0.72 -0.0483
H -3.20 -2.84 -0.49 0.4928
C -3.52 -0.05 0.97 -1.3743
H -4.53 -0.24 0.56 0.4586
H -3.40 1.03 1.16 0.2173
H -3.42 -0.58 1.92 0.4278
C 0.32 1.83 -2.52 -0.6814
H 1.12 2.48 -2.14 0.4434
H -0.12 2.24 -3.44 0.4970
H 0.74 0.81 -2.70 -0.2041
C -1.36 3.41 -0.66 -1.0342
H -1.85 3.35 0.32 0.2842
H -2.02 3.94 -1.37 -0.2568
H -0.41 3.96 -0.55 0.4854
O 0.44 -4.18 -1.66 -0.2177
C 1.34 -4.30 -2.67 0.6349
C 1.94 -5.53 -3.00 -0.8646
C 2.97 -5.55 -3.94 -0.4553
C 3.40 -4.35 -4.53 -0.7591
C 2.76 -3.15 -4.22 -0.3328
C 1.67 -3.14 -3.34 0.2261
C 0.85 -1.92 -3.01 0.7014
O 1.53 -0.89 -2.69 -0.6170
O -0.40 -2.05 -3.10 -0.6456
H 0.41 -5.02 -1.17 0.2962
H 1.57 -6.43 -2.50 0.4047
H 3.43 -6.50 -4.22 0.4077
H 4.23 -4.38 -5.24 0.4055
H 3.06 -2.20 -4.66 0.4729
```